A single C11H16Cl2FIN2O3 molecule. Source: the Open Molecules 2025 dataset; level of theory: ωB97M-V with the def2-TZVPD basis set.

Last column: Löwdin charge in e.
Cartesian coordinates (Å):
C: 0.40 3.19 -0.89  -0.14
C: 1.29 1.92 -1.40  -0.54
Cl: 3.16 2.14 -1.33  0.49
C: 0.68 0.62 -1.91  -0.39
Cl: 2.01 -0.60 -2.48  0.53
C: -0.93 0.31 -1.96  -0.29
F: -1.76 1.50 -2.41  -0.03
O: -1.14 -0.64 -3.06  -0.20
C: -1.07 -2.04 -2.69  -0.63
I: -3.06 -3.06 -2.63  0.73
C: -1.60 -0.12 -0.52  -0.24
N: -3.13 -0.09 -0.76  0.09
C: -3.78 -0.82 0.20  -0.08
O: -4.22 -1.82 1.02  -0.02
N: -1.38 0.91 0.60  -0.04
C: -1.05 0.25 1.91  -0.22
C: 0.55 0.16 2.27  -0.17
C: 1.23 -1.33 1.93  -0.15
C: 2.75 -1.04 1.31  -0.26
O: 3.78 -0.90 2.35  -0.14
H: -0.46 3.53 -1.63  0.10
H: 1.14 4.13 -0.86  0.08
H: 0.01 3.11 0.24  0.09
H: -0.41 -2.30 -1.74  0.08
H: -0.52 -2.60 -3.59  0.09
H: -1.23 -1.13 -0.08  0.14
H: -2.23 1.52 0.66  0.12
H: -1.52 -0.82 2.06  0.12
H: -1.55 0.93 2.76  0.13
H: 0.62 0.25 3.46  0.12
H: 1.19 1.05 1.85  0.11
H: 1.43 -1.94 2.93  0.13
H: 0.56 -1.98 1.23  0.10
H: 2.71 -0.03 0.71  0.08
H: 3.00 -1.89 0.52  0.11
H: 4.54 -0.36 1.94  0.11

The orbital gap comes out at 8.8 eV. The HOMO energy comes out at -9.53 eV. The value obtained for the total energy is -56642.4582 eV. The total charge is 0. For the molecular weight, the calculation gives 441.07 g/mol. Its LUMO energy is -0.758 eV. The max |F| is 10.93 eV Å⁻¹. As for the SMILES: C/C(Cl)=C(/Cl)[C@@](F)(OCI)[C@H](N=C=O)NCCCCO.

A molecular structure, C3H7InNO. Source: the Open Molecules 2025 dataset; level of theory: ωB97M-V with the def2-TZVPD basis set.

Last column: Löwdin charge in e.
Cartesian coordinates (Å):
In: -2.57 1.67 3.29  1.24
C: 0.61 -1.64 0.82  0.09
C: -0.15 -0.45 0.33  -0.30
O: -0.97 0.18 1.00  0.11
N: 0.30 0.11 -0.92  0.34
C: -0.03 1.34 -1.38  0.14
H: -0.03 -2.51 0.97  0.16
H: 1.07 -1.40 1.78  0.14
H: 1.42 -1.93 0.13  0.13
H: 0.80 -0.52 -1.58  0.25
H: 0.28 1.40 -2.42  0.17
H: 0.43 2.18 -0.75  0.27
H: -1.14 1.56 -1.29  0.25

The orbital gap comes out at 3.3 eV. The HOMO energy comes out at -23.46 eV. The value obtained for the total energy is -11896.3825 eV. The total charge is +3. For the molecular weight, the calculation gives 187.91 g/mol. Its LUMO energy is -20.118 eV. The calculation puts the energy relative to the best compared isomer or geometry (same formula, charge and spin) at 0.9138 eV. The max |F| is 3.77 eV Å⁻¹.

A molecular structure, C8H17MoO3P2. Source: the Open Molecules 2025 dataset; level of theory: ωB97M-V with the def2-TZVPD basis set.

Last column: Löwdin charge in e.
Cartesian coordinates (Å):
C: -0.03 1.08 -1.79  -0.30
C: 0.38 2.42 -1.64  -0.22
C: 0.57 3.20 -0.49  -0.14
C: 0.41 2.83 0.85  -0.20
C: -0.01 1.58 1.40  -0.18
Mo: 0.60 0.38 -0.08  1.12
P: 0.04 -1.81 -1.51  0.75
H: -0.25 0.81 -2.81  0.04
H: 0.53 3.02 -2.55  0.11
H: 0.83 4.26 -0.65  0.12
H: -0.23 1.63 2.47  0.05
H: 0.59 3.67 1.54  0.12
H: 0.93 -2.91 -1.44  -0.09
H: 0.02 -1.77 -2.94  -0.08
H: -1.13 -2.63 -1.46  -0.08
C: -0.68 -0.57 4.38  -0.10
O: -0.97 -0.74 2.98  -0.44
P: -0.64 -2.01 2.00  1.00
O: -0.43 -3.22 3.10  -0.39
C: 0.87 -3.79 3.34  -0.11
O: 1.12 -2.19 1.23  -0.58
C: 2.36 -1.44 1.22  -0.20
H: -1.30 0.26 4.70  0.09
H: 0.39 -0.29 4.47  0.10
H: -0.94 -1.43 5.02  0.10
H: 1.58 -3.01 3.69  0.09
H: 0.65 -4.51 4.16  0.11
H: 1.18 -4.32 2.43  0.09
H: 3.00 -1.74 0.34  0.10
H: 2.92 -1.80 2.11  0.09
H: 2.24 -0.29 1.25  0.05

The orbital gap (spin up / spin down) comes out at 6.7 / 7.6 eV. The HOMO energy (spin up / spin down) comes out at -11.47 / -11.90 eV. The value obtained for the total energy is -35134.7111 eV. The total charge is +1. The spin multiplicity is 3. As for the expectation value of S²: 2.222. For the molecular weight, the calculation gives 319.11 g/mol. Its LUMO energy (spin up / spin down) is -4.736 / -4.310 eV. The max |F| is 2.06 eV Å⁻¹.